(1)
{
  "formula": "C19H15Cl5N5ORb",
  "method": "ωB97M-V/def2-TZVPD",
  "elements": ["Rb", "Cl", "C", "C", "C", "Cl", "C", "Cl", "C", "Cl", "C", "Cl", "C", "C", "C", "C", "C", "C", "N", "N", "C", "C", "C", "C", "C", "N", "H", "H", "H", "H", "H", "H", "H", "H", "H", "C", "N", "C", "N", "O", "H", "H", "H", "H", "H", "H"],
  "xyz": [[0.185, 0.236, 0.014], [-2.117, 1.231, -3.614], [-3.084, 0.408, -2.354], [-2.420, -0.098, -1.266], [-3.229, -0.688, -0.333], [-2.469, -1.380, 1.155], [-4.612, -0.812, -0.426], [-5.569, -1.576, 0.785], [-5.225, -0.284, -1.565], [-6.937, -0.400, -1.752], [-4.458, 0.342, -2.552], [-5.228, 1.003, -3.946], [1.936, -4.065, 3.757], [1.522, -3.064, 4.630], [1.487, -1.745, 4.219], [1.877, -1.436, 2.916], [2.292, -2.432, 2.040], [2.321, -3.752, 2.463], [1.864, -0.123, 2.376], [1.524, 0.782, 3.144], [1.498, 2.036, 2.446], [2.655, 2.806, 2.385], [2.571, 4.038, 1.763], [1.353, 4.447, 1.241], [0.268, 3.598, 1.353], [0.331, 2.404, 1.947], [1.953, -5.094, 4.093], [1.218, -3.323, 5.636], [1.155, -0.961, 4.884], [2.594, -2.153, 1.038], [2.640, -4.531, 1.785], [3.578, 2.437, 2.810], [3.442, 4.676, 1.687], [1.240, 5.406, 0.756], [-0.698, 3.876, 0.949], [4.292, 2.752, -3.907], [3.778, 2.117, -2.714], [2.518, 1.632, -2.561], [1.639, 1.870, -3.567], [2.198, 0.992, -1.555], [5.348, 2.966, -3.765], [3.788, 3.702, -4.102], [4.193, 2.108, -4.785], [4.411, 1.840, -1.985], [1.839, 2.480, -4.336], [0.684, 1.576, -3.427]],
  "homo_energy_ev": -7.4,
  "e_lumo_ev": -0.70,
  "e_above_lowest_kcal_mol": 4.07
}


(2)
{
  "formula": "C4H9NO2",
  "method": "ωB97M-V/def2-TZVPD",
  "elements": ["C", "C", "C", "O", "N", "C", "O", "H", "H", "H", "H", "H", "H", "H", "H", "H"],
  "xyz": [[-1.137, 1.501, -0.268], [-0.297, 0.333, 0.238], [-1.021, -1.010, 0.084], [-0.495, -2.032, 0.880], [1.005, 0.319, -0.455], [2.358, -0.467, -0.043], [2.261, -1.395, 0.702], [-0.579, 2.440, -0.206], [-2.052, 1.604, 0.325], [-1.431, 1.344, -1.314], [-0.072, 0.460, 1.304], [-2.064, -0.878, 0.396], [-1.037, -1.276, -0.989], [0.475, -2.027, 0.799], [0.948, 0.394, -1.473], [2.187, 0.802, -0.249]],
  "homo_energy_ev": -9.1,
  "e_lumo_ev": 0.79,
  "e_above_lowest_kcal_mol": 104.54
}


(3)
{
  "formula": "C6H6IO",
  "method": "ωB97M-V/def2-TZVPD",
  "elements": ["C", "C", "C", "C", "C", "C", "O", "I", "H", "H", "H", "H", "H", "H"],
  "xyz": [[-1.208, 0.670, 0.973], [-2.077, 1.120, -0.027], [-0.071, 0.178, 0.275], [-1.522, 0.713, -1.312], [1.021, -0.511, 0.801], [2.092, -1.157, 0.043], [-0.273, 0.281, -1.082], [-2.237, 0.851, -3.279], [-1.203, 0.558, 2.027], [-3.083, 1.491, -0.078], [1.186, -0.596, 1.978], [2.491, -1.970, 0.554], [2.825, -0.407, 0.254], [2.058, -1.220, -1.127]],
  "homo_energy_ev": [-13.6, -13.6],
  "e_lumo_ev": [-6.00, -6.00],
  "total_charge": 1,
  "e_above_lowest_kcal_mol": 0.00
}